1.
116
Properties=species:S:1:pos:R:3:mulliken_charge:R:1 method="wB97M-V/def2-TZVPD" e_above_lowest_kj_mol=803.3 e_homo_ha=-0.3255 charge=0 smiles="NC(N)=O.CC(C)O.CC(C)O.CC(C)O.CC(C)O.CC(C)O.CC(C)O.CC(C)O.CO.CO.CO.CO" e_tot_ev=-55734.4966 homo_lumo_gap_ev=8.94 lumo_energy_ev=0.1
N -2.5680 1.9118 4.2253 -0.1401
C -1.3830 1.3828 4.2453 0.2302
N -1.1590 0.3588 3.4923 0.4299
O -0.3840 1.9418 5.0823 -0.7187
H -2.7370 2.8098 4.7183 0.3315
H -3.3030 1.4128 3.7363 0.1039
H -0.2280 -0.0772 3.5223 -0.4653
H -1.9280 -0.2542 3.1663 0.3279
C 2.1630 2.2387 -3.7967 -1.5401
C 2.7570 1.0608 -3.2177 2.7931
C 3.4890 0.1728 -4.2267 -1.6473
O 3.5030 1.4188 -2.2757 -0.7113
H 1.6560 2.8358 -3.0777 0.2759
H 1.5010 2.1078 -4.7077 0.2292
H 2.9330 2.9268 -4.1197 0.4416
H 1.9530 0.4588 -2.7677 -1.1459
H 2.8570 -0.2132 -5.0427 0.3037
H 3.8180 -0.7082 -3.7717 0.3732
H 4.3370 0.7518 -4.6597 0.4271
H 2.9820 2.0588 -1.7437 0.2146
C -3.5390 -4.0572 1.6783 -1.6651
C -2.8850 -3.7152 0.3433 1.4704
C -1.4020 -3.5192 0.6353 -0.8072
O -2.9970 -4.5262 -0.5847 -0.6240
H -3.3910 -5.1042 2.0593 0.3661
H -4.5610 -3.9052 1.6283 0.5091
H -3.2050 -3.3692 2.5123 0.1366
H -3.2710 -2.7412 0.0513 -0.4451
H -0.9800 -4.4602 0.9663 0.6958
H -1.1430 -2.7462 1.4453 -0.0899
H -0.7820 -3.2312 -0.2507 0.0568
H -2.1440 -4.6772 -0.9567 0.4270
C 3.7610 -3.1682 -0.9967 -2.0371
C 3.3970 -1.7082 -1.0717 1.5572
C 2.5050 -1.4112 0.1483 -1.1522
O 4.3330 -0.8832 -0.9817 -0.6279
H 4.0000 -3.4932 -0.0247 0.3906
H 4.5500 -3.4132 -1.6677 0.5139
H 2.9170 -3.7772 -1.3327 0.3342
H 2.7690 -1.4922 -1.9407 -0.6635
H 2.1770 -0.3982 0.0503 -0.6161
H 3.0650 -1.6002 1.0643 1.1138
H 1.6660 -2.1222 0.2273 0.7803
H 4.1340 -0.0982 -1.5447 0.4061
C -3.9250 -0.6122 -3.8667 -1.7804
C -2.7790 -1.6582 -3.8647 -0.0350
C -2.7480 -2.2652 -2.4757 0.2982
O -2.8810 -2.6352 -4.6187 -0.6243
H -3.9620 0.1008 -4.7027 0.3604
H -3.9890 -0.1072 -2.8937 0.2902
H -4.8580 -1.0642 -3.9817 0.5634
H -1.8630 -1.1452 -4.0087 0.5924
H -2.6500 -1.5892 -1.6357 -0.7305
H -1.8920 -2.8792 -2.3937 -0.1031
H -3.6530 -2.8752 -2.3147 0.6272
H -1.9720 -3.0092 -4.5467 0.5515
C 3.9380 2.1398 0.7123 -2.2082
C 2.5620 2.7218 0.7123 2.8019
C 2.4690 3.9548 1.6113 -1.6147
O 2.1020 3.0728 -0.4177 -0.4162
H 4.3120 2.0988 1.7283 0.5376
H 4.6450 2.7088 0.1163 0.4885
H 3.9530 1.1548 0.3093 0.4714
H 1.8940 1.9928 1.1423 -1.2727
H 1.6690 4.6888 1.3703 0.2954
H 3.3120 4.6088 1.4683 0.5176
H 2.3640 3.7508 2.6593 0.1796
H 1.2760 3.5527 -0.3987 0.3904
C -1.0370 4.3398 2.3333 -1.5192
C -0.9470 3.2368 1.3303 2.5815
C -2.2790 2.7778 0.8663 -1.5398
O -0.3650 3.5958 0.3183 -0.2665
H -1.3110 3.9238 3.2983 0.1711
H -1.7360 5.0518 1.9673 0.5182
H -0.1190 4.8328 2.3743 0.4517
H -0.4210 2.3498 1.7643 -1.8117
H -2.7450 3.6008 0.4283 0.4892
H -2.8030 2.5288 1.7483 0.5173
H -2.3390 1.9228 0.2113 -0.1093
H -0.5100 4.5047 0.2143 0.4517
C 2.1670 1.1578 3.7373 0.0820
C 2.0140 -0.3952 3.8523 0.0552
C 1.4290 -0.8682 5.1783 -1.4774
O 1.3310 -0.9602 2.9823 -0.6133
H 2.2950 1.6468 4.7593 0.3127
H 1.3520 1.6278 3.2863 -0.5312
H 3.0960 1.4548 3.2653 0.0927
H 3.0650 -0.7712 3.9223 0.5062
H 1.3850 -1.9362 5.2723 0.4287
H 0.3840 -0.5852 5.2713 0.2780
H 1.9360 -0.5592 6.0643 0.4680
H 1.8880 -1.4862 2.3823 0.1947
C 0.5760 -2.5422 -3.6857 0.3784
O 0.5690 -3.1112 -2.3767 -0.6614
H 1.1470 -3.1892 -4.3347 0.4498
H 1.0540 -1.6182 -3.6627 -0.4517
H -0.4170 -2.5092 -4.1337 -0.4713
H 0.2880 -2.4092 -1.8227 0.0263
C -1.6750 1.4398 -2.4917 -0.0474
O -0.5890 1.0588 -3.2947 -0.3564
H -2.1940 0.5848 -1.9817 -0.4171
H -2.3840 1.9248 -3.1997 0.4936
H -1.3210 2.0008 -1.6677 -0.1215
H -0.7810 1.0058 -4.2037 0.2229
C -4.1230 -0.5712 1.5523 -0.3458
O -3.3300 -0.9512 2.6493 -0.5372
H -4.3740 0.5137 1.7003 0.3244
H -5.0160 -1.1942 1.5493 0.3349
H -3.5580 -0.7342 0.6353 -0.2812
H -3.8240 -0.7912 3.4263 0.2620
C -0.4580 -0.2262 0.1093 0.5419
O 0.0200 -0.8853 -1.1087 3.6698
H -1.5630 -0.3162 0.1363 -1.0283
H -0.1840 0.8458 0.1543 0.4690
H -0.1620 -0.7712 1.0393 -0.8391
H 0.0100 -0.2242 -1.7637 -1.6685

2.
80
Properties=species:S:1:pos:R:3:mulliken_charge:R:1 method="wB97M-V/def2-TZVPD" e_above_lowest_kj_mol=41.4 s2=3.765 e_homo_ha="-0.2784 / -0.3042" charge=0 e_tot_ev=-134071.4949 multiplicity=4 homo_lumo_gap_ev="8.31 / 7.18" lumo_energy_ev="0.7 / -1.1"
Re 0.2736 -0.2608 -0.4576 2.2880
Cl 1.6884 -0.9328 -2.2560 -0.2940
P 2.0174 1.2580 -0.2363 -0.7156
C 2.7034 2.1796 -1.7308 0.9378
C 1.7861 2.6912 0.9478 0.5866
C 3.5605 0.3896 0.3791 0.6744
C 1.6157 2.4517 -2.7748 -1.4468
H 3.4173 1.4450 -2.1386 0.6485
C 3.4637 3.4814 -1.4351 -1.8961
H 2.7782 4.3104 -1.2188 0.3076
H 4.0223 3.7465 -2.3444 0.5023
H 4.1964 3.4106 -0.6256 0.3561
H 1.3568 1.5448 -3.3284 0.2651
H 1.9786 3.2039 -3.4881 0.5111
H 0.6964 2.8398 -2.3159 0.1972
H 3.7907 -0.2571 -0.4856 0.6190
C 3.3019 -0.5005 1.5982 -1.2878
C 4.7647 1.3140 0.6197 -1.7645
H 5.1821 1.7114 -0.3111 0.3265
H 5.5568 0.7271 1.1036 0.4980
H 4.5200 2.1434 1.2964 0.3128
H 2.2435 -0.7577 1.7522 0.0340
H 3.6777 -0.0337 2.5197 0.4049
H 3.8396 -1.4501 1.4557 0.4114
C 0.6062 3.5525 0.4833 -1.5065
H 2.7025 3.2941 0.8625 0.7254
C 1.6690 2.2218 2.3984 -1.4451
H 0.8238 4.1153 -0.4333 0.3314
H 0.3714 4.2833 1.2696 0.5610
H -0.2986 2.9501 0.3006 -0.0150
H 0.9778 1.3735 2.4942 0.1163
H 1.2711 3.0423 3.0089 0.5208
H 2.6391 1.9285 2.8176 0.2651
H -0.1396 0.8141 -1.6391 -0.3050
H 1.0702 -1.5110 0.2380 -0.3408
P -0.9896 -1.9912 -1.3892 -1.0315
C -0.1709 -3.6364 -1.8214 0.8611
C -2.4516 -2.6478 -0.4226 0.5912
C -1.7088 -1.4894 -3.0350 0.6380
C 1.0025 -3.9506 -0.8896 -1.3980
H 0.2153 -3.4344 -2.8336 0.6492
C -1.0960 -4.8618 -1.8864 -1.8691
H -1.3467 -5.2326 -0.8844 0.3225
H -0.5442 -5.6613 -2.4011 0.4937
H -2.0229 -4.7059 -2.4468 0.3401
H 1.8530 -3.2905 -1.0787 0.2533
H 1.3234 -4.9887 -1.0505 0.5014
H 0.7212 -3.8421 0.1670 0.1872
H -0.7944 -1.3998 -3.6476 0.6645
C -2.3957 -0.1189 -2.9736 -1.3019
C -2.6124 -2.5576 -3.6700 -1.7622
H -2.0533 -3.4436 -3.9886 0.3101
H -3.0768 -2.1288 -4.5673 0.5069
H -3.4250 -2.8628 -2.9984 0.3286
H -2.2376 0.4273 -2.0306 0.1584
H -3.4795 -0.2158 -3.1283 0.4211
H -1.9924 0.5141 -3.7773 0.3398
C -1.9131 -3.1443 0.9207 -1.3629
H -2.8385 -3.5141 -0.9791 0.7735
C -3.5869 -1.6332 -0.3316 -1.3490
H -1.4269 -4.1239 0.8356 0.2125
H -2.7337 -3.2322 1.6400 0.4140
H -1.1849 -2.4385 1.3497 0.1246
H -3.2351 -0.6447 -0.0047 0.0212
H -4.3245 -1.9859 0.3996 0.5128
H -4.0995 -1.5077 -1.2925 0.2193
Br -3.4687 -1.1177 3.2610 -0.0753
C -2.7366 0.5703 3.7252 -0.0068
C -2.9997 1.0766 5.0029 -0.4375
C -2.6418 2.3894 5.3283 -0.6578
C -2.0331 3.2029 4.3705 -0.7017
C -1.7627 2.7020 3.0973 -0.4177
C -2.0225 1.3583 2.8027 0.0257
C -1.5959 0.8320 1.4534 0.8156
O -2.1791 1.2391 0.4278 -0.6176
O -0.5936 -0.0018 1.4514 -0.7574
H -3.4881 0.4362 5.7328 0.3905
H -2.8587 2.7677 6.3274 0.3638
H -1.7655 4.2354 4.6010 0.4010
H -1.3533 3.3323 2.3085 0.5205

3.
7
Properties=species:S:1:pos:R:3:mulliken_charge:R:1 method="wB97M-V/def2-TZVPD" e_above_lowest_kj_mol=12.3 e_homo_ha=-0.1456 charge=-1 e_tot_ev=-52524.7319 homo_lumo_gap_ev=7.40 lumo_energy_ev=3.4
C 1.1546 -0.6858 0.3446 0.5759
C -0.6451 0.4504 -0.1224 -0.0432
O 2.0947 0.0221 0.5050 -0.4748
S 0.7476 -2.1783 0.3597 -0.4419
Cl -0.6414 0.3006 -1.9584 -0.2208
Cl -2.2299 -0.0237 0.6187 -0.2110
Cl -0.4804 2.1147 0.2528 -0.1842